Entry 1:
C6H24BaO6 as an isolated structure. Source: the Open Molecules 2025 dataset; level of theory: ωB97M-V with the def2-TZVPD basis set.

Last column: Löwdin charge in e.
Positions of all 37 atoms, in Å:
Ba (0.4251, 0.2993, -0.8954)  1.66
C (0.1950, -2.6573, 2.0093)  -0.12
O (0.8761, -1.8385, 1.0331)  -0.28
H (0.8503, -2.9947, 2.8124)  0.09
H (-0.6796, -2.1793, 2.4506)  0.09
H (-0.0869, -3.5828, 1.5075)  0.08
H (1.5582, -2.4415, 0.7287)  0.07
C (-2.3411, -2.3149, -0.6657)  -0.15
O (-1.8412, -1.0605, -0.2647)  -0.29
H (-2.7118, -2.3193, -1.6908)  0.08
H (-1.5781, -3.0884, -0.7525)  0.08
H (-3.0865, -2.8750, -0.1010)  0.09
H (-2.5265, -0.4226, -0.4769)  0.05
C (-1.8574, 0.0642, -3.9011)  -0.13
O (-1.8335, 0.7459, -2.6388)  -0.28
H (-0.9367, 0.2547, -4.4526)  0.07
H (-1.8304, -0.9853, -3.6077)  0.07
H (-2.6660, 0.3698, -4.5652)  0.09
H (-2.6783, 0.7042, -2.1846)  0.06
C (1.9882, 2.9658, 1.0279)  -0.17
O (1.5761, 2.5464, -0.2057)  -0.34
H (2.2039, 2.1200, 1.6807)  0.08
H (2.7636, 3.7308, 0.9873)  0.10
H (1.1924, 3.5976, 1.4226)  0.09
H (1.8150, 3.2288, -0.8372)  0.10
C (3.7632, -0.3804, 1.1370)  -0.14
O (3.2183, -0.0445, -0.1436)  -0.28
H (4.0371, 0.5234, 1.6813)  0.08
H (3.0005, -0.8309, 1.7721)  0.06
H (4.6296, -1.0346, 1.0393)  0.10
H (3.7970, -0.3968, -0.8237)  0.07
C (-1.8634, 1.5209, 1.4009)  -0.19
O (-1.5122, 1.9448, 0.1186)  -0.25
H (-2.9160, 1.4081, 1.6605)  0.10
H (-1.3903, 0.5579, 1.5926)  0.05
H (-1.5080, 2.1461, 2.2200)  0.09
H (-2.0458, 2.7189, -0.0753)  0.11

Highest occupied orbital energy (alpha / beta), eV: -5.99 / -13.75
⟨S²⟩: 0.75
Net charge: +1
2S+1: 2
Frontier orbital gap (alpha / beta), eV: 3.4452 / 10.9722
E_LUMO (alpha / beta), hartree: -0.0935 / -0.1021

---

Entry 2:
A 5-piece molecular cluster, C24H53BBr2N3O5P overall. Source: the Open Molecules 2025 dataset; level of theory: ωB97M-V with the def2-TZVPD basis set.

Last column: Löwdin charge in e.
Positions of all 89 atoms, in Å:
C (-3.9840, 1.8306, 2.1801)  -0.09
C (-2.4993, 1.5863, 1.9051)  -0.36
N (-2.1957, 1.8016, 0.4916)  -0.26
P (-0.8204, 0.8296, -0.1719)  0.84
N (0.4894, -0.2599, -0.8255)  -0.14
C (0.5969, -1.5018, -0.5880)  -0.50
C (0.1361, -2.5757, -1.5471)  -0.03
C (1.0853, -2.0613, 0.7318)  -0.05
B (-1.4408, 1.2094, -2.0266)  -0.62
N (-1.9050, 2.5305, -2.4081)  0.14
O (-1.4735, 0.1910, -2.9388)  0.09
C (0.3616, 2.0547, 0.5985)  -0.84
Br (1.3605, 1.3113, 2.0804)  0.70
C (1.2558, 2.7866, -0.4141)  -0.80
C (1.6592, 4.1821, 0.1049)  -0.14
Br (2.8662, 1.8195, -0.9424)  0.72
H (-4.5847, 0.9626, 1.8947)  0.06
H (-4.3417, 2.7051, 1.6357)  0.06
H (-4.1546, 1.9816, 3.2478)  0.07
H (-1.9270, 2.2693, 2.5411)  0.09
H (-2.2503, 0.5598, 2.2213)  0.09
H (-3.0451, 1.5930, -0.0271)  0.06
H (-1.2858, -0.3223, 0.4914)  0.06
H (-0.7007, -3.0573, -1.0226)  0.08
H (-0.1621, -2.1735, -2.5100)  0.06
H (0.9167, -3.3342, -1.6582)  0.07
H (1.9889, -1.5375, 1.0397)  0.06
H (0.3182, -1.8337, 1.4842)  0.07
H (1.2353, -3.1380, 0.6881)  0.05
H (-1.6017, 3.2242, -1.7305)  0.05
H (-2.9131, 2.6368, -2.4554)  0.08
H (-0.8564, 0.3360, -3.6633)  0.11
H (-0.2538, 2.8217, 1.0594)  0.02
H (0.7002, 2.8987, -1.3437)  0.06
H (1.2169, 4.3800, 1.0809)  0.07
H (2.7375, 4.2615, 0.2191)  0.05
H (1.3509, 4.9510, -0.6034)  0.08
C (2.4873, -7.6952, 0.5770)  -0.17
C (2.7935, -7.2078, 1.9919)  -0.17
C (2.9870, -5.7138, 1.7657)  -0.20
O (2.1338, -5.3639, 0.6746)  -0.16
C (1.6506, -6.5441, 0.0334)  -0.21
H (1.9606, -8.6479, 0.5458)  0.11
H (3.4116, -7.7960, 0.0044)  0.11
H (1.9363, -7.3850, 2.6449)  0.11
H (3.6667, -7.6804, 2.4391)  0.11
H (4.0229, -5.4841, 1.4952)  0.12
H (2.7144, -5.1086, 2.6311)  0.12
H (0.5907, -6.6748, 0.2796)  0.12
H (1.7403, -6.4189, -1.0465)  0.12
C (5.8744, 1.8823, -3.6436)  -0.18
C (7.3074, 2.2505, -3.2656)  -0.17
C (7.4624, 1.5319, -1.9309)  -0.21
O (6.6452, 0.3644, -2.0076)  -0.14
C (5.7875, 0.4453, -3.1469)  -0.22
H (5.6637, 1.9713, -4.7087)  0.11
H (5.1666, 2.5120, -3.1003)  0.09
H (8.0084, 1.8459, -3.9990)  0.11
H (7.4778, 3.3234, -3.1861)  0.11
H (7.1123, 2.1583, -1.1029)  0.12
H (8.4895, 1.2284, -1.7235)  0.11
H (6.1387, -0.2606, -3.9078)  0.12
H (4.7779, 0.1577, -2.8494)  0.09
C (-3.5622, 7.4383, 1.3645)  -0.17
C (-2.2210, 6.7245, 1.2087)  -0.17
C (-2.6272, 5.2682, 1.3913)  -0.21
O (-3.9618, 5.1584, 0.8920)  -0.15
C (-4.5090, 6.4609, 0.6796)  -0.20
H (-3.5871, 8.4303, 0.9157)  0.11
H (-3.8163, 7.5347, 2.4221)  0.11
H (-1.8236, 6.8849, 0.2038)  0.11
H (-1.4680, 7.0431, 1.9281)  0.11
H (-2.6230, 4.9861, 2.4506)  0.12
H (-1.9895, 4.5661, 0.8508)  0.09
H (-4.5643, 6.6534, -0.3974)  0.12
H (-5.5205, 6.4868, 1.0867)  0.12
C (-4.7068, -4.7686, 1.1801)  -0.17
C (-4.8829, -3.6970, 0.1066)  -0.17
C (-3.8681, -2.6534, 0.5506)  -0.21
O (-2.8018, -3.3694, 1.1786)  -0.16
C (-3.2029, -4.7198, 1.4169)  -0.21
H (-5.0514, -5.7563, 0.8770)  0.11
H (-5.2423, -4.4830, 2.0880)  0.11
H (-4.6117, -4.0957, -0.8731)  0.11
H (-5.8944, -3.2980, 0.0447)  0.11
H (-4.3007, -1.9573, 1.2778)  0.11
H (-3.4605, -2.0762, -0.2820)  0.11
H (-2.6687, -5.3763, 0.7210)  0.11
H (-2.9219, -4.9943, 2.4345)  0.12

Highest occupied orbital energy, eV: -6.97
Structure (SMILES): CCN[PH](N=C(C)C)(B(N)O)[C@@H](Br)[C@@H](C)Br.C1CCOC1.C1CCOC1.C1CCOC1.C1CCOC1
Frontier orbital gap, eV: 7.4713
E_LUMO, hartree: 0.0184

---

Entry 3:
C38H51AuGeN4S as an isolated structure. Source: the Open Molecules 2025 dataset; level of theory: ωB97M-V with the def2-TZVPD basis set.

Last column: Löwdin charge in e.
Positions of all 96 atoms, in Å:
Au (15.0706, 12.7547, 12.2959)  0.93
N (17.0930, 13.3382, 11.6600)  0.01
C (17.9026, 14.3057, 12.4162)  -0.22
C (19.2098, 13.9986, 12.8539)  -0.01
C (19.9337, 14.9714, 13.5821)  -0.06
C (19.3914, 16.2230, 13.7169)  -0.06
C (18.0882, 16.5140, 13.3178)  -0.02
C (17.2749, 15.5307, 12.7865)  -0.14
C (15.8312, 15.7398, 12.4605)  -0.18
C (15.5104, 17.0988, 12.2218)  -0.02
C (14.2498, 17.4804, 11.8864)  -0.05
C (13.2267, 16.5368, 11.8411)  -0.05
C (13.5026, 15.2179, 12.1753)  -0.11
C (14.8140, 14.7887, 12.4005)  -0.22
H (17.5932, 12.4422, 11.6222)  0.09
H (16.9316, 13.7332, 10.7217)  0.13
H (19.6282, 13.0005, 12.7683)  0.11
H (20.8859, 14.6783, 14.0607)  0.13
H (19.9970, 17.0196, 14.1304)  0.12
H (17.7238, 17.5494, 13.5111)  0.13
H (16.2648, 17.8875, 12.1973)  0.12
H (13.9465, 18.5072, 11.6626)  0.13
H (12.2052, 16.8212, 11.6150)  0.12
H (12.6532, 14.5234, 12.2678)  0.07
C (16.2583, 15.1740, 19.4367)  -0.10
C (16.5468, 15.0067, 17.9454)  -0.27
C (16.0772, 13.6717, 17.3435)  -0.27
C (16.2842, 13.6214, 15.8181)  -0.35
Ge (15.2978, 12.2713, 14.8035)  0.97
C (15.9623, 10.4351, 15.3187)  -0.30
C (17.4768, 10.1267, 15.1195)  -0.29
C (18.2861, 10.1955, 16.4055)  -0.30
C (19.6671, 9.5503, 16.4620)  -0.11
H (16.6705, 16.1395, 19.7587)  0.08
H (16.7357, 14.3810, 20.0170)  0.08
H (15.1801, 15.1559, 19.6800)  0.08
H (17.6124, 15.0450, 17.8136)  0.10
H (16.1922, 15.8742, 17.3626)  0.12
H (14.9939, 13.5917, 17.6118)  0.12
H (16.5470, 12.8077, 17.8128)  0.10
H (17.3612, 13.5588, 15.6449)  0.07
H (15.9400, 14.5270, 15.3139)  0.05
H (13.8976, 12.2020, 15.3765)  -0.03
H (15.3344, 9.6532, 14.8849)  0.03
H (15.7833, 10.4185, 16.4067)  0.08
H (17.9464, 10.8092, 14.4148)  0.08
H (17.6016, 9.0916, 14.7037)  0.12
H (17.6985, 9.6796, 17.2501)  0.14
H (18.3268, 11.2866, 16.6553)  0.11
H (19.6504, 8.4466, 16.2933)  0.09
H (20.0964, 9.7401, 17.4632)  0.08
H (20.3625, 9.9523, 15.7362)  0.06
N (13.1209, 12.1045, 12.4899)  0.11
C (12.2014, 11.2884, 12.2191)  -0.20
C (10.7769, 11.8625, 12.0196)  -0.18
C (10.5864, 13.0227, 11.3225)  -0.07
C (9.3259, 13.5931, 11.2357)  -0.07
C (8.2523, 13.0583, 11.9255)  -0.04
C (8.4503, 11.8734, 12.6916)  -0.02
C (9.7113, 11.2458, 12.6603)  -0.01
C (12.2770, 9.7532, 12.3812)  -0.19
C (12.9333, 9.1557, 13.4276)  -0.07
C (13.1901, 7.8040, 13.4807)  -0.06
C (12.5825, 7.0140, 12.5053)  -0.05
C (11.9614, 7.5674, 11.3751)  -0.04
C (11.7207, 8.9325, 11.3660)  -0.02
H (11.3679, 13.4467, 10.7034)  0.11
H (9.3058, 14.5141, 10.6241)  0.12
H (7.2497, 13.5797, 11.8822)  0.14
H (7.6815, 11.4488, 13.2843)  0.10
H (9.8182, 10.3423, 13.2343)  0.12
H (13.2321, 9.7689, 14.2754)  0.09
H (13.8946, 7.3811, 14.2022)  0.12
H (12.7333, 5.9138, 12.5180)  0.13
H (11.7436, 6.9404, 10.5191)  0.12
H (11.1491, 9.3929, 10.5654)  0.13
C (18.3225, 9.0165, 10.4224)  -0.07
N (17.7962, 9.6865, 9.2384)  -0.21
C (18.8432, 10.1288, 8.3439)  -0.05
C (16.4881, 10.0856, 9.0762)  -0.74
S (15.4398, 10.2401, 10.3960)  0.61
N (16.0777, 10.3690, 7.7741)  -0.21
C (16.1247, 9.2515, 6.7786)  -0.03
C (14.8996, 11.2499, 7.5374)  -0.09
H (18.6640, 8.0197, 10.2300)  0.08
H (17.5376, 9.0189, 11.2247)  0.05
H (19.2905, 9.5413, 10.7196)  0.11
H (19.6238, 10.5820, 8.9862)  0.09
H (18.3786, 10.8434, 7.6227)  0.11
H (19.3623, 9.3447, 7.7850)  0.10
H (15.5580, 8.3136, 7.1198)  0.12
H (17.1053, 8.9197, 6.5063)  0.07
H (15.6048, 9.6095, 5.8818)  0.09
H (15.1590, 12.0026, 6.7637)  0.10
H (14.6217, 11.7762, 8.4583)  0.03
H (14.0436, 10.6289, 7.1759)  0.10

Highest occupied orbital energy (alpha / beta), eV: -13.14 / -13.44
⟨S²⟩: 2.02
Net charge: +2
2S+1: 3
Frontier orbital gap (alpha / beta), eV: 5.5137 / 5.4534
E_LUMO (alpha / beta), hartree: -0.2802 / -0.2936